(1)
DFT (ωB97M-V with the def2-TZVPD basis set) results for a 2-piece molecular cluster, C2H5NSi overall at a distorted geometry.

Output
Energy relative to the best compared isomer or geometry (same formula, charge and spin), eV: 5.968
Lowest unoccupied orbital energy (alpha / beta), Ha: -0.054 / -0.034
Total energy, a.u.: -423.1992
Total charge: 0
Gap between HOMO and LUMO (alpha / beta), eV: 6.81 / 7.29

Element x y z (Å)
C 1.1193 0.0025 0.0964
C 0.3818 -1.2112 0.4347
N 2.1788 0.3076 -0.4736
Si -0.7904 0.2905 -0.3822
H 0.6006 -2.1302 -0.0549
H -0.1462 -1.2959 1.3069
H 2.3320 1.1963 -0.9596
H -2.9495 -0.3185 1.3378
H -1.0972 0.2713 -1.7380

(2)
DFT (ωB97M-V with the def2-TZVPD basis set) results for C5H6F8NO14S4V as an isolated structure at a distorted geometry.

Output
Lowest unoccupied orbital energy (alpha / beta), Ha: 0.238 / 0.238
Total energy, a.u.: -4637.8547
Multiplicity: 4
Total charge: -3
Gap between HOMO and LUMO (alpha / beta), eV: 3.62 / 3.67

Element x y z (Å)
V -0.2022 -0.6503 -0.7120
N -1.6946 -2.1405 -0.4231
S -1.8404 -3.6928 -0.6546
O -2.8194 -4.0874 -1.6888
O -1.6665 -4.5393 0.5199
F -0.4283 -3.8497 -1.3832
S -3.1094 -2.0674 0.6498
O -2.7114 -2.2022 2.0191
O -4.4084 -2.7057 0.2296
F -3.4736 -0.5652 0.4160
C 4.0503 1.7809 -1.1412
F 4.6566 2.5134 -2.0855
F 4.7975 0.7443 -0.5985
F 3.5436 2.6921 -0.3388
S 2.4767 0.9440 -1.9486
O 1.6940 1.9360 -2.6733
O 3.0207 -0.1016 -2.8098
O 1.6625 0.3829 -0.8115
C -0.6018 3.8249 1.4239
F -1.3808 4.8783 1.5593
F 0.5942 4.2389 1.0008
F -0.5966 3.1211 2.5125
S -1.4456 2.6628 0.0389
O -2.8826 2.8170 0.1740
O -0.9423 3.1385 -1.2378
O -0.9355 1.2831 0.3484
C -0.4725 -0.1294 -3.3517
O -0.1613 0.4643 -4.4096
O -0.9300 0.5520 -2.4793
O 0.1842 -1.0600 -2.9317
C -0.0537 -0.7422 2.9151
C 1.2302 -1.0407 2.0967
O 0.9073 -1.8221 0.9788
H 0.2573 -0.1620 3.7840
H -0.4360 -1.7493 3.0810
H -0.7201 -0.0295 2.4292
H 1.9175 -1.7134 2.6098
H 1.7966 -0.1839 1.7320
H 1.1237 -2.7397 1.1602

(3)
DFT (ωB97M-V with the def2-TZVPD basis set) results for C3H6N2OS as an isolated structure at a distorted geometry.

Output
Energy relative to the best compared isomer or geometry (same formula, charge and spin), eV: 5.914
Lowest unoccupied orbital energy, Ha: -0.005
Total energy, a.u.: -700.6719
Total charge: 0
Gap between HOMO and LUMO, eV: 8.76

Element x y z (Å)
C -0.6005 -1.1222 0.3287
C 1.5768 -0.7901 -0.7121
C 0.3335 1.1693 0.1693
H -1.7745 -0.5261 -0.0560
H -0.4100 -2.2497 -0.1888
H -0.3627 -1.0653 1.6013
H 1.6658 -1.8739 -0.6010
H 1.3739 1.7311 -0.0788
H -2.4936 1.8614 0.3965
N 0.3576 -0.2260 -0.2411
N -0.6361 1.9193 0.3661
O -1.9168 1.1535 0.3387
S 2.8866 0.0186 -1.3226

(4)
DFT (ωB97M-V with the def2-TZVPD basis set) results for one molecule with the formula C4H9NOS at a distorted geometry.

Output
Energy relative to the best compared isomer or geometry (same formula, charge and spin), eV: 2.013
Lowest unoccupied orbital energy, Ha: 0.030
SMILES string: C=NS[C@@H](C)CO
Total energy, a.u.: -685.9450
Total charge: 0
Gap between HOMO and LUMO, eV: 9.69

Element x y z (Å)
C -0.6359 -2.6075 1.6107
N -0.5579 -1.7774 0.6651
S -0.5498 -0.1278 1.1710
C -0.3536 0.7093 -0.4170
C -0.3741 2.2229 -0.1770
C 1.0171 0.3532 -0.9951
O 1.1123 -0.9697 -1.5473
H -0.7218 -2.2262 2.6051
H -0.4717 -3.6699 1.4429
H -1.1612 0.3460 -1.0886
H 0.3976 2.4365 0.5489
H -0.1072 2.7219 -1.0871
H -1.3123 2.6771 0.1816
H 1.7819 0.4412 -0.1741
H 1.2077 1.0048 -1.8616
H 0.7289 -1.5344 -0.8775

(5)
DFT (ωB97M-V with the def2-TZVPD basis set) results for an isolated ion of composition C17H24N3O4S3 and charge +1.

Output
Lowest unoccupied orbital energy, Ha: -0.164
Total energy, a.u.: -2321.6860
Total charge: +1
Gap between HOMO and LUMO, eV: 6.87

Element x y z (Å)
C 0.7628 6.7437 -1.5200
C 1.0376 5.8318 -0.3305
O -0.1339 5.2634 0.2431
C -0.7864 4.3038 -0.5477
C -1.3486 3.2403 0.3626
O -0.4068 2.1439 0.6065
C -0.4732 1.1055 -0.2045
C 0.3417 0.8979 -1.2897
C 0.1579 -0.2561 -2.0305
C -0.8183 -1.1937 -1.6864
S -0.9960 -2.6467 -2.7221
C -0.9394 -1.9933 -4.3676
O -2.3092 -3.1778 -2.4958
O 0.1675 -3.4440 -2.4678
C -1.5907 -0.9981 -0.5660
C -2.5992 -1.9445 0.0033
C -1.9592 -3.2615 0.4709
C -1.2950 -3.1093 1.8469
S 0.4272 -2.6301 1.5647
C 1.1020 -2.7621 3.1879
S 0.2192 -2.5559 4.5363
N 2.4603 -3.0116 3.1675
C 3.3495 -2.8246 4.2219
C 4.5558 -3.1794 3.7404
N 4.4697 -3.5957 2.4213
C 3.2273 -3.4863 2.1054
N -1.3840 0.1550 0.1141
H 0.4980 7.7501 -1.2007
H -0.0201 6.3489 -2.1679
H 1.6676 6.8260 -2.1246
H 1.4897 6.4092 0.4736
H 1.7307 5.0325 -0.6183
H -0.0968 3.8760 -1.2863
H -1.6176 4.7541 -1.1030
H -1.5643 3.6646 1.3399
H -2.2775 2.8269 -0.0409
H 1.0984 1.6300 -1.5316
H 0.7884 -0.4348 -2.8931
H -1.3051 -0.9680 -4.3641
H 0.0768 -2.0366 -4.7484
H -1.6315 -2.5973 -4.9514
H -3.0577 -1.4663 0.8721
H -3.3850 -2.1224 -0.7291
H -1.2197 -3.6249 -0.2445
H -2.7362 -4.0228 0.5291
H -1.7949 -2.3684 2.4668
H -1.2968 -4.0511 2.3928
H 3.0480 -2.4555 5.1849
H 5.4923 -3.1637 4.2755
H 2.8017 -3.7364 1.1489
H -1.9265 0.3154 0.9564

(6)
DFT (ωB97M-V with the def2-TZVPD basis set) results for C25H44CaI2N2O2P3S2 as an isolated structure at a distorted geometry.

Output
Energy relative to the best compared isomer or geometry (same formula, charge and spin), eV: 1.928
Lowest unoccupied orbital energy, Ha: -0.128
Total energy, a.u.: -4332.4021
Total charge: +1
Gap between HOMO and LUMO, eV: 6.58

Element x y z (Å)
Ca 1.5931 -0.5235 -1.2147
I 5.3238 -1.0922 -1.6262
C 4.8266 -3.0743 -1.0453
I 2.6853 -3.2601 -1.0329
H 5.2287 -3.2424 -0.0549
H 5.2488 -3.7500 -1.7785
C 4.5954 1.9335 0.5714
P 2.9554 1.7484 -0.1850
C 1.8629 2.3438 1.1996
N 2.4606 3.0699 2.1171
C 1.7445 3.5046 3.1767
C 2.3709 4.2895 4.1765
C 1.6401 4.7233 5.2387
C 0.2608 4.3958 5.3588
C -0.3609 3.6364 4.4155
C 0.3790 3.1712 3.3005
N -0.2155 2.3809 2.3767
C 0.4872 1.9705 1.3436
P -0.3771 0.7712 0.2143
C -0.7851 -0.5058 1.4696
C -2.0094 1.5647 -0.2544
C -3.0859 1.3006 0.7999
C -1.8403 3.0735 -0.4483
C -2.4076 0.9000 -1.5814
C 2.8667 3.0778 -1.4852
C 1.6433 2.7737 -2.3599
C 4.1360 2.9616 -2.3401
C 2.7518 4.4720 -0.8766
H 4.7297 2.9415 0.9505
H 5.3599 1.6895 -0.1608
H 4.6794 1.2341 1.4007
H 3.4219 4.5308 4.0668
H 2.1113 5.3232 6.0078
H -0.2966 4.7562 6.2154
H -1.4079 3.3692 4.4913
H -1.2686 -0.0399 2.3240
H 0.1326 -0.9934 1.7995
H -1.4141 -1.2760 1.0280
H -2.7948 1.6932 1.7749
H -3.3161 0.2374 0.8984
H -4.0024 1.8107 0.4890
H -1.5504 3.5721 0.4769
H -2.8007 3.4907 -0.7659
H -1.1101 3.3195 -1.2244
H -2.4762 -0.1892 -1.4829
H -1.6860 1.1230 -2.3723
H -3.3860 1.2718 -1.9051
H 1.7866 1.8529 -2.9395
H 1.4840 3.5775 -3.0827
H 0.7303 2.6768 -1.7684
H 4.3247 1.9305 -2.6570
H 5.0185 3.3236 -1.8099
H 4.0190 3.5673 -3.2431
H 1.8059 4.6031 -0.3453
H 2.7962 5.2204 -1.6746
H 3.5648 4.6809 -0.1767
C -3.8316 -2.7981 -1.5190
C -3.2608 -3.4068 -2.7864
C -2.7384 -2.3867 -3.7777
O -2.2431 -4.4168 -2.5205
P -0.9763 -4.4926 -1.5693
S 0.2396 -5.8070 -2.2622
S -0.1954 -2.6104 -1.2651
O -1.5510 -4.7398 -0.1009
C -2.3367 -5.9323 0.2456
C -1.4208 -7.0523 0.6913
C -3.2785 -5.5064 1.3504
H -4.5661 -2.0343 -1.7835
H -3.0436 -2.3380 -0.9169
H -4.3273 -3.5566 -0.9141
H -4.0357 -3.9899 -3.2733
H -1.9570 -1.7765 -3.3312
H -3.5586 -1.7390 -4.1015
H -2.3274 -2.8917 -4.6537
H -2.9043 -6.2339 -0.6355
H -0.8339 -6.7274 1.5545
H -0.7398 -7.3458 -0.1034
H -2.0200 -7.9186 0.9807
H -2.7002 -5.1526 2.2077
H -3.8886 -6.3549 1.6681
H -3.9392 -4.7034 1.0257

(7)
DFT (ωB97M-V with the def2-TZVPD basis set) results for a 11-piece molecular cluster, C9H40N2O15 overall at a distorted geometry.

Output
Energy relative to the best compared isomer or geometry (same formula, charge and spin), eV: 0.000
Lowest unoccupied orbital energy, Ha: 0.006
SMILES string: NC(N)=O.OCCO.OCCO.OCCO.OCCO.O.O.O.O.O.O
Total energy, a.u.: -1605.0188
Total charge: 0
Gap between HOMO and LUMO, eV: 9.77

Element x y z (Å)
N -9.9858 23.5326 -0.3621
C -11.3113 23.7748 -0.5785
N -12.0529 24.0497 0.5439
O -11.8504 23.6318 -1.6720
H -9.6064 23.8628 0.5083
H -9.3605 23.2796 -1.1129
H -11.7055 23.8920 1.4704
H -13.0345 23.9651 0.3507
O -7.8652 22.1695 -2.0505
C -6.5751 22.3786 -1.4915
C -5.8803 23.6329 -1.9702
O -6.3667 24.8174 -1.3739
H -7.7794 22.1535 -3.0266
H -6.6980 22.4374 -0.3986
H -5.9865 21.4508 -1.5538
H -5.9605 23.7127 -3.0634
H -4.8160 23.5424 -1.7488
H -7.3305 24.8048 -1.3222
O -9.1856 24.3018 -5.1627
C -9.5952 24.7157 -3.8459
C -8.6836 25.8197 -3.3499
O -8.8139 26.0643 -1.9481
H -8.3420 23.8581 -5.0190
H -10.6500 24.9672 -3.8973
H -9.4548 23.8312 -3.2180
H -8.8193 26.7397 -3.9291
H -7.6447 25.5180 -3.5038
H -9.6575 26.4955 -1.7853
O -11.8826 20.9988 1.0980
C -12.7514 20.5144 0.0836
C -12.9537 19.0314 0.3023
O -11.7199 18.3215 0.1956
H -11.0934 21.3745 0.6886
H -13.7154 21.0280 0.1238
H -12.2461 20.6924 -0.8724
H -13.6646 18.5682 -0.3756
H -13.2887 18.9124 1.3399
H -11.2649 18.3809 1.0390
O -10.4299 22.4855 -9.1780
C -9.6014 22.1106 -8.0553
C -10.3913 21.6858 -6.8527
O -10.7283 20.3156 -6.9162
H -11.0319 23.1659 -8.8617
H -8.9348 21.3253 -8.3999
H -9.0277 23.0021 -7.7801
H -11.2718 22.3350 -6.7407
H -9.8051 21.9083 -5.9523
H -11.2216 20.1235 -6.1131
O -9.2856 20.5468 -0.2178
H -8.7631 20.9352 -0.9413
H -8.9199 20.9428 0.5787
O -10.3324 20.9726 -3.4024
H -11.2288 21.3227 -3.4364
H -10.2714 20.5163 -2.5534
O -13.3202 22.6643 -3.8497
H -14.1635 22.7326 -3.3949
H -12.6653 22.7813 -3.1480
O -10.1736 18.3247 -2.1111
H -10.5258 18.5855 -1.2424
H -10.8848 17.8265 -2.5226
O -7.4572 21.9863 -4.7681
H -7.8292 21.0956 -4.6364
H -6.7776 21.8597 -5.4366
O -8.4340 19.3682 -5.0751
H -8.8153 18.7449 -5.6993
H -9.0832 19.4225 -4.3598

(8)
DFT (ωB97M-V with the def2-TZVPD basis set) results for a 2-piece molecular cluster, CH4N2O2 overall at a distorted geometry.

Output
Energy relative to the best compared isomer or geometry (same formula, charge and spin), eV: 5.037
Lowest unoccupied orbital energy (alpha / beta), Ha: 0.001 / -0.009
Total energy, a.u.: -300.3025
Total charge: 0
Gap between HOMO and LUMO (alpha / beta), eV: 8.35 / 7.99

Element x y z (Å)
C 0.6465 -0.2662 -0.9840
N -1.2181 1.2095 0.0647
N -0.3300 -0.6187 0.0913
O 0.2615 -0.5673 1.3138
O -1.3516 1.4827 1.1837
H 1.3958 -1.0631 -1.0934
H 1.1338 0.7736 -0.7845
H -0.0684 -0.1305 -1.7632
H -0.4695 -0.8199 1.9715

What did the second record say?
DFT (ωB97M-V with the def2-TZVPD basis set) results for C5H6F8NO14S4V as an isolated structure at a distorted geometry.

Output
Lowest unoccupied orbital energy (alpha / beta), Ha: 0.238 / 0.238
Total energy, a.u.: -4637.8547
Multiplicity: 4
Total charge: -3
Gap between HOMO and LUMO (alpha / beta), eV: 3.62 / 3.67

Element x y z (Å)
V -0.2022 -0.6503 -0.7120
N -1.6946 -2.1405 -0.4231
S -1.8404 -3.6928 -0.6546
O -2.8194 -4.0874 -1.6888
O -1.6665 -4.5393 0.5199
F -0.4283 -3.8497 -1.3832
S -3.1094 -2.0674 0.6498
O -2.7114 -2.2022 2.0191
O -4.4084 -2.7057 0.2296
F -3.4736 -0.5652 0.4160
C 4.0503 1.7809 -1.1412
F 4.6566 2.5134 -2.0855
F 4.7975 0.7443 -0.5985
F 3.5436 2.6921 -0.3388
S 2.4767 0.9440 -1.9486
O 1.6940 1.9360 -2.6733
O 3.0207 -0.1016 -2.8098
O 1.6625 0.3829 -0.8115
C -0.6018 3.8249 1.4239
F -1.3808 4.8783 1.5593
F 0.5942 4.2389 1.0008
F -0.5966 3.1211 2.5125
S -1.4456 2.6628 0.0389
O -2.8826 2.8170 0.1740
O -0.9423 3.1385 -1.2378
O -0.9355 1.2831 0.3484
C -0.4725 -0.1294 -3.3517
O -0.1613 0.4643 -4.4096
O -0.9300 0.5520 -2.4793
O 0.1842 -1.0600 -2.9317
C -0.0537 -0.7422 2.9151
C 1.2302 -1.0407 2.0967
O 0.9073 -1.8221 0.9788
H 0.2573 -0.1620 3.7840
H -0.4360 -1.7493 3.0810
H -0.7201 -0.0295 2.4292
H 1.9175 -1.7134 2.6098
H 1.7966 -0.1839 1.7320
H 1.1237 -2.7397 1.1602

> Which of these has the highest total energy?

CH4N2O2

> Which value of total charge does entry 8 give?

0